(1)
A molecular structure, C6H12AlN2OP at a distorted geometry. Source: OMol25; level of theory: ωB97M-V/def2-TZVPD.

Positions of all 23 atoms, in Å:
C 1.194 -1.490 -1.391
O 0.940 1.453 0.065
H 0.140 -3.449 -1.803
N -1.038 2.423 0.748
H 0.321 4.490 0.869
H -2.490 -1.930 -0.468
H 1.520 -1.236 -2.395
H 2.748 -0.441 -0.042
P -2.241 -0.525 -0.350
H 1.839 3.796 0.372
Al 0.181 -0.349 -0.215
H -0.033 -3.677 0.859
C 0.411 -2.860 0.278
H -1.616 1.597 0.576
H -3.119 -0.168 0.715
C 0.503 -2.741 -1.065
H -2.989 0.025 -1.445
C 0.265 2.472 0.445
H 1.212 -1.621 1.958
C 1.033 -1.682 0.888
C 1.848 -1.057 -0.156
N 0.861 3.679 0.587
H -1.488 3.293 0.972

Calculated values
Gap between HOMO and LUMO (spin up / spin down) in Ha: 0.13431 / 0.13427
Relative energy (zero: lowest compared OMol25 entry of this formula, charge and spin) in kcal/mol: 48.0
Electronic energy in eV: -27325.4704
Net charge: 0

(2)
A molecular structure, C3H4LiO3Tl at a distorted geometry. Source: OMol25; level of theory: ωB97M-V/def2-TZVPD.

Positions of all 12 atoms, in Å:
H -1.194 -1.238 0.618
H 1.628 -0.790 1.559
O -1.713 0.464 -1.362
O -0.901 2.440 -0.506
H -0.610 -0.962 2.281
O 1.278 -0.070 -0.371
Tl 1.401 2.804 -1.768
H 1.019 -1.978 0.387
C -1.368 1.563 -1.141
C 0.909 -0.896 0.718
Li 0.053 -0.711 -1.650
C -0.503 -0.626 1.234

Calculated values
Gap between HOMO and LUMO (spin up / spin down) in Ha: 0.27968 / 0.17752
Relative energy (zero: lowest compared OMol25 entry of this formula, charge and spin) in kcal/mol: 57.0
Electronic energy in eV: -14213.3087
Net charge: 0

(3)
A molecular structure, C28H39ClF7N6O6P2 at a distorted geometry. Source: OMol25; level of theory: ωB97M-V/def2-TZVPD.

Positions of all 89 atoms, in Å:
C 4.316 1.271 -4.330
C 2.188 4.377 0.928
H 2.285 4.953 -1.270
H -2.749 3.325 -0.370
H 2.515 -2.408 -5.799
C -0.121 -0.134 -0.240
O 1.407 1.199 2.792
H 0.640 6.939 -1.634
H -2.510 -7.336 4.947
H -3.698 5.925 -1.750
C 3.952 0.446 -6.391
F 3.559 -0.882 -1.648
H -1.460 3.108 4.212
C -2.311 -6.966 5.944
H -2.596 -3.710 0.362
H -3.960 -5.302 4.164
F 1.631 -2.171 -2.192
C -3.817 5.497 -0.643
H 1.737 0.312 -6.068
H -2.636 5.277 1.417
N -2.588 0.969 2.954
H 6.014 0.956 -5.682
H 2.264 1.224 -3.788
H -2.898 -6.020 1.771
C 2.219 -1.331 -1.112
F -0.130 -1.073 0.944
H 1.642 3.197 -1.077
C -1.131 -6.621 6.565
C -1.453 -6.195 7.876
H -4.312 -6.942 6.652
C 2.121 -3.414 -5.758
C 2.741 0.550 -5.744
Cl -2.738 0.503 -0.325
F 1.328 0.734 -2.232
C -2.426 5.467 0.282
O -3.473 0.134 3.060
P -0.302 1.430 2.993
H 0.567 5.442 -2.858
H 0.842 -5.820 -3.977
C 1.567 4.259 -0.613
C -3.859 -3.277 3.330
N -3.333 -6.766 6.836
H -0.145 -6.671 6.122
H 2.199 -4.240 -7.788
H 4.318 4.273 1.925
H 4.101 0.082 -7.399
H -3.469 -6.064 8.849
H 4.706 1.670 -3.403
H -1.064 6.283 -2.137
P -1.417 3.907 -0.310
O -1.079 3.425 1.367
C -2.820 -6.291 8.014
C 1.233 -5.224 -4.791
C -3.704 -4.645 3.344
F 2.517 -2.062 0.142
H -0.763 -5.853 8.636
H 4.273 3.999 0.039
H 1.702 -3.479 -3.678
O -0.808 2.382 -0.950
H -1.882 6.476 0.051
C 3.706 3.767 1.061
H 2.294 5.551 1.116
C 1.386 -5.507 -6.130
C 4.949 0.902 -5.496
N 1.688 -3.950 -4.573
C -1.009 1.219 -0.021
C 1.380 0.094 -0.864
C 1.948 -4.362 -6.742
H -4.243 -2.596 4.078
H -1.697 4.211 -1.722
C -2.986 -3.868 1.358
N 2.973 1.048 -4.488
H 0.092 3.685 3.682
C -1.214 1.931 1.415
F -0.866 -0.915 -1.302
H 3.766 2.610 1.221
N -0.431 2.878 4.087
C 0.043 5.953 -1.944
H 1.850 1.930 2.271
C -3.150 -5.019 2.096
H 1.120 -6.438 -6.614
H 1.433 4.003 1.750
F 2.278 0.943 -0.050
H 0.154 5.758 0.320
H -3.427 -1.845 1.824
O -5.025 5.137 -0.203
C 0.118 4.979 -0.587
N -3.425 -2.813 2.115
O -2.637 1.617 1.775

Calculated values
Gap between HOMO and LUMO in Ha: 0.27089
Electronic energy in eV: -101004.5052
Net charge: -1

(4)
2 unconnected molecules or ions with the total composition C2H9N2S at a distorted geometry. Source: OMol25; level of theory: ωB97M-V/def2-TZVPD.

Positions of all 14 atoms, in Å:
H 0.078 0.298 0.525
H 2.266 1.368 0.639
S 2.381 0.125 0.095
H -0.953 2.258 0.817
H -1.033 -1.752 -2.278
H 1.212 -1.713 -1.488
H 0.261 1.803 1.892
C -0.880 -1.318 -1.215
C 0.487 -1.078 -0.951
H -1.343 1.343 2.101
H -1.481 -0.460 -0.991
H -1.225 -2.098 -0.510
N 0.820 -0.211 -0.044
N -0.591 1.435 1.407

Calculated values
Gap between HOMO and LUMO in Ha: 0.34370
Relative energy (zero: lowest compared OMol25 entry of this formula, charge and spin) in kcal/mol: 39.5
Electronic energy in eV: -16027.6926
Net charge: +1

(5)
6 unconnected molecules or ions with the total composition C25H51O24PS6 at a distorted geometry. Source: OMol25; level of theory: ωB97M-V/def2-TZVPD.

Positions of all 107 atoms, in Å:
C -4.933 -0.999 1.398
C -8.116 3.266 3.487
P 1.691 0.618 -1.889
H -2.985 3.824 0.639
H -8.567 3.672 5.572
C 1.908 -0.446 0.896
O -5.332 4.931 3.209
H -1.596 5.885 0.111
S 7.132 -5.654 -3.998
H 0.016 5.514 -0.782
H 1.295 0.047 1.738
H 4.876 1.132 -3.920
H 5.383 -4.612 -1.261
H -4.153 1.868 0.412
C 5.707 -0.021 2.515
C -2.896 0.663 -0.950
H 3.193 -1.155 -2.952
O -0.099 -2.528 1.783
O 0.468 -5.147 -0.923
H 7.826 -0.188 2.966
O 8.019 -6.733 -3.669
C 4.945 -6.019 -2.871
H 7.129 -1.652 2.223
C -0.735 3.502 2.172
O 5.896 1.255 -0.475
O -8.254 -1.904 0.905
C -1.364 0.486 -1.348
C -0.362 0.273 -0.085
H -0.957 -0.343 0.713
O -7.790 4.597 3.087
O 5.623 -6.250 -4.105
O -6.888 6.379 4.565
H 3.373 0.535 -4.891
O 2.109 -3.660 -2.131
O 2.266 -1.822 1.289
C -5.390 -1.999 2.452
H 1.061 4.185 0.985
H 5.078 -3.852 -2.845
H -1.248 -4.659 -4.674
H 5.467 -0.023 3.580
H -4.473 2.167 -1.353
C 0.318 2.811 3.232
O -6.704 -1.578 2.818
H -1.369 4.091 -2.017
H -9.167 3.051 3.288
H -4.602 -0.064 1.859
H -4.733 -2.013 3.323
H 0.725 -6.467 -4.979
S -6.532 5.122 3.974
H 0.400 -4.047 -4.976
O -7.909 0.390 1.895
C 3.734 0.935 -3.864
O 1.051 -4.216 0.583
H 4.947 -0.591 1.971
C -2.883 3.448 -0.469
C 5.521 -4.714 -2.339
H 1.017 2.046 2.729
S 6.700 1.375 0.710
C -1.390 3.771 -0.898
H 1.923 2.399 0.008
H 4.145 0.031 -1.798
O 7.352 -4.775 -5.111
H -7.490 2.577 2.913
H 5.172 -6.853 -2.200
H 0.911 3.698 3.703
O 7.459 -0.041 0.953
C 1.030 -0.519 -0.493
S 0.924 -2.682 0.643
H -0.578 2.981 -0.717
C 0.349 -6.016 -4.060
H -3.484 0.170 -1.841
S -7.424 -0.908 1.523
H -1.214 2.631 1.593
H -3.543 4.228 -1.051
H -4.135 -1.398 0.771
H 1.645 3.209 -1.671
C 2.172 2.326 -1.119
H 3.229 1.984 -3.746
O 1.406 -5.830 -3.120
H 2.940 0.068 0.833
O 0.618 -1.883 -0.810
H -3.085 -0.102 -0.071
C -0.801 5.074 -0.066
C 3.333 -0.048 -2.625
H -1.279 -0.502 -1.973
H 0.251 5.506 1.989
C -7.782 3.204 4.971
H -1.053 1.321 -2.074
H -1.563 3.999 2.799
C -0.227 -4.624 -4.290
O -6.588 3.973 5.122
C 0.008 4.615 1.269
O -6.092 -0.721 0.612
S 1.021 -4.598 -2.128
O 6.911 -4.754 -2.663
O 5.713 1.310 2.002
O -0.196 -3.985 -3.014
H -0.276 2.247 4.042
C 7.103 -0.561 2.234
H -7.622 2.181 5.316
H -5.462 -3.008 2.035
C -3.573 2.039 -0.602
H -0.394 -6.680 -3.607
H -0.030 1.244 0.436
H 3.867 -5.964 -3.029
O 7.640 2.439 0.910
H 3.322 2.514 -1.216

Calculated values
Gap between HOMO and LUMO in Ha: 0.30805
Electronic energy in eV: -150177.7318
Net charge: 0

(6)
C3H3Br2ClO in the gas phase at a distorted geometry. Source: OMol25; level of theory: ωB97M-V/def2-TZVPD.

Positions of all 10 atoms, in Å:
C 1.291 -0.655 0.618
Cl -0.098 0.115 -2.283
O 1.805 -1.586 1.253
H -0.801 -1.312 -0.014
H 1.798 0.270 0.073
Br -2.639 0.852 -0.661
C -0.255 -0.455 0.433
C -0.589 0.535 -0.625
Br 0.242 2.322 -0.122
H -0.755 -0.086 1.328

Calculated values
Gap between HOMO and LUMO in Ha: 0.35665
Relative energy (zero: lowest compared OMol25 entry of this formula, charge and spin) in kcal/mol: 29.4
Electronic energy in eV: -157813.1759
Net charge: 0

(7)
A molecular structure, C22H31N3O5S at a distorted geometry. Source: OMol25; level of theory: ωB97M-V/def2-TZVPD.

Positions of all 62 atoms, in Å:
C -1.690 -0.884 0.453
H -2.627 1.280 -3.557
H 1.567 2.011 1.171
C 5.477 1.030 -1.305
C -2.897 -0.320 -0.265
N 2.120 -0.363 1.977
C -1.416 0.349 4.233
N -1.316 -0.044 -2.415
H 6.501 0.245 0.398
H 1.064 0.537 -3.882
H 4.712 -1.009 1.256
C 3.313 2.762 0.024
H -1.235 1.517 4.075
H 2.772 3.123 -1.946
H 3.707 1.166 1.969
H 6.314 1.907 -1.593
H 3.850 -0.564 -0.219
H -0.648 -1.606 -2.935
C -3.944 -0.221 0.307
O 0.678 -0.633 4.507
H 4.199 2.742 0.787
C 0.445 -1.935 2.187
C 4.225 1.491 -1.776
C -0.394 -0.359 3.732
H 2.019 1.377 -0.456
C -1.574 -0.562 1.915
C 1.335 -1.131 1.153
H 0.483 -0.977 -4.823
C -1.070 0.690 -4.837
H 2.699 3.967 0.215
C -3.975 0.212 1.879
C -1.752 1.085 -3.464
O -2.499 -2.211 -2.327
C 5.474 0.712 -0.062
H -0.552 1.568 -5.259
O -2.720 0.166 3.616
H 2.107 -0.334 2.864
H 4.325 1.473 -3.251
C 3.733 2.736 -1.447
C 0.256 -0.157 -4.115
C 3.246 0.503 1.121
H -0.973 -1.169 -0.194
H 0.350 -0.647 -2.137
C 4.213 -0.256 0.661
H 5.620 1.651 0.654
H 0.928 -2.251 2.880
H -4.802 0.628 2.292
C -2.739 -0.071 2.340
H 3.541 0.624 -1.732
N -0.489 -0.870 2.533
S -2.720 -0.605 -1.978
H 5.842 -0.009 -1.977
H -1.617 -0.118 -5.141
H -0.031 -2.754 1.348
H -1.178 2.033 -3.085
C -0.336 -0.670 -2.955
O -3.921 -0.201 -2.785
H -4.758 0.248 -0.264
H -1.752 0.618 5.352
C 2.490 1.749 0.416
O 1.437 -1.123 -0.037
H 4.381 3.576 -1.703

Calculated values
Gap between HOMO and LUMO in Ha: 0.31035
Relative energy (zero: lowest compared OMol25 entry of this formula, charge and spin) in kcal/mol: 573.7
Electronic energy in eV: -48837.0830
Net charge: 0

(8)
C5H3N in the gas phase at a distorted geometry. Source: OMol25; level of theory: ωB97M-V/def2-TZVPD.

Positions of all 9 atoms, in Å:
H 0.756 1.823 -0.053
C -1.081 0.822 0.005
N -2.354 -1.454 -0.024
H -1.640 1.780 0.201
C -1.774 -0.463 -0.031
C 0.250 0.841 -0.062
H 2.681 -1.975 -0.006
C 1.140 -0.266 -0.066
C 2.022 -1.108 0.037

Calculated values
Gap between HOMO and LUMO in Ha: 0.35255
Relative energy (zero: lowest compared OMol25 entry of this formula, charge and spin) in kcal/mol: 3.6
Electronic energy in eV: -6720.5667
Net charge: 0

(9)
8 unconnected molecules or ions with the total composition C40H78BN8O6P2 at a distorted geometry. Source: OMol25; level of theory: ωB97M-V/def2-TZVPD.

Positions of all 135 atoms, in Å:
C -3.776 2.527 -0.675
H 7.698 -9.085 1.530
C 5.414 -3.417 1.491
H -3.273 2.834 0.292
H -5.617 7.674 -0.828
H -4.164 2.921 -5.831
C -7.922 3.452 3.127
N -2.393 5.453 -6.411
C 6.184 -9.325 3.051
H 6.251 -9.553 -0.430
H -1.873 -0.096 -3.963
H -5.622 0.279 -5.141
H 4.488 -3.955 1.708
H 2.099 -3.475 -0.028
H -6.385 2.673 -4.506
H 6.488 -0.525 1.037
H 0.155 -4.942 0.290
P -1.183 5.338 -5.114
B -1.017 3.536 -4.426
H 6.742 -5.511 -0.957
H -4.508 0.565 -1.379
C -6.308 5.094 -3.184
H -1.516 1.557 -1.848
C 0.275 -4.079 0.950
H 6.968 -1.706 -0.186
H -5.437 1.182 -6.699
H -8.902 3.947 5.703
O -1.854 6.240 -3.774
H 4.864 -9.832 0.633
C -3.249 0.256 0.407
P 0.136 3.805 -2.847
C 8.896 -7.198 7.151
H 9.249 1.099 1.081
H 7.766 -6.254 5.544
H 7.372 -3.775 0.693
H -9.773 4.526 2.823
H 8.884 -5.166 6.384
C 5.808 -9.288 0.533
C 5.887 -7.865 3.165
O -0.821 4.037 -1.443
C -9.325 3.868 3.574
C 6.441 -4.329 0.833
C 8.373 -1.436 1.375
H -8.079 6.817 1.039
H -2.222 -0.208 0.441
H -4.878 2.793 -0.698
C -5.362 2.737 -4.001
H -6.815 8.858 1.736
H -1.649 -3.215 0.442
C -6.894 8.599 0.676
H 7.159 0.581 -1.103
H -7.011 5.491 -3.980
C 8.192 -6.002 6.518
H 7.634 1.826 1.026
N 3.740 -6.323 -0.207
H -3.357 0.952 1.287
N 9.184 -1.855 2.094
H -2.252 2.289 -6.543
C -2.714 0.518 -3.501
O 1.119 2.663 -2.607
H 8.820 2.182 -0.237
H 6.898 -9.602 3.829
O 1.006 5.286 -3.034
H -5.477 6.958 0.786
H -3.987 -0.593 0.582
C 4.714 -5.683 -0.343
C 6.764 -9.635 1.670
C 9.624 -8.126 4.973
H -4.715 4.754 -4.775
H -0.427 4.736 -0.892
H -5.866 6.001 -2.659
H -6.988 9.537 0.121
N 9.258 -8.456 3.922
H -7.473 2.771 3.854
C -2.867 1.863 -4.343
H 10.565 -8.540 6.824
C 7.331 -0.897 0.450
C -5.613 7.895 0.242
C 10.086 -7.694 6.326
C -4.292 2.137 -5.015
C -8.147 7.746 0.467
C 5.970 -4.874 -0.520
H -3.286 5.809 -6.058
C -9.332 4.581 4.922
H 5.586 -8.219 0.505
H 7.007 -10.700 1.618
C -8.306 7.413 -0.982
H -3.636 -0.143 -3.587
N -8.424 7.151 -2.107
N 5.656 -6.729 3.252
H -9.032 8.289 0.805
H -8.765 5.514 4.886
H -4.747 8.530 0.438
H -1.794 -0.217 -1.649
H 1.341 -2.183 0.897
H 5.796 -3.035 2.440
H -1.694 -4.325 1.818
O -0.670 2.447 -5.323
H 0.651 -2.673 -0.659
C -1.106 -3.544 1.332
C 1.137 -3.039 0.249
H -9.957 2.978 3.639
N -0.844 -1.490 3.013
H -5.404 2.184 -3.013
N -6.375 5.595 2.874
H -2.611 6.726 -4.145
H -2.499 4.585 -6.941
C -4.865 0.846 -5.776
C -0.964 -2.389 2.270
H -6.881 4.487 -2.429
H 5.175 -2.564 0.851
H -1.550 0.664 -5.926
H -4.242 4.366 -3.038
H 9.247 -6.918 8.148
C -7.051 4.657 2.985
C 7.924 0.223 -0.410
H 8.173 -8.008 7.281
H -4.054 0.138 -6.117
H 5.264 -9.890 3.217
C -1.876 1.703 -5.639
H 0.799 -4.429 1.844
H 8.746 -0.171 -1.014
H -7.971 2.935 2.166
H 6.660 -5.161 1.508
H 7.371 -5.665 7.153
H -3.287 3.141 -1.498
H -10.354 4.833 5.214
H 5.772 -4.056 -1.217
C 8.435 1.398 0.417
O -2.249 3.001 -3.763
C -3.529 0.982 -1.006
C -5.074 4.298 -3.809
H 0.649 5.926 -2.388
H 10.831 -6.903 6.212
C -2.296 0.752 -1.982

Calculated values
Gap between HOMO and LUMO in Ha: 0.18290
Electronic energy in eV: -86207.5287
Net charge: -1

(10)
C3H5N3O in the gas phase. Source: OMol25; level of theory: ωB97M-V/def2-TZVPD.

Positions of all 12 atoms, in Å:
C -0.831 -0.418 0.625
N 0.962 0.397 -0.368
H 0.161 -0.425 2.545
H -0.732 -0.619 -2.445
H -1.936 0.296 -1.792
C -0.364 0.018 -0.562
N -0.934 0.169 -1.838
N 0.212 -0.282 1.551
H 1.514 0.903 -1.041
C 1.336 0.255 0.958
O 2.403 0.540 1.476
H -1.790 -0.835 0.890

Calculated values
Gap between HOMO and LUMO in Ha: 0.31752
Relative energy (zero: lowest compared OMol25 entry of this formula, charge and spin) in kcal/mol: 4.2
Electronic energy in eV: -9710.4015
Net charge: 0